# C6H14O2

A 3-piece molecular cluster, C6H14O2 overall (the ωB97M-V functional and the def2-TZVPD basis, OMol25).

Atoms and positions in Å:
C (2.515, 1.501, 1.073)
C (1.343, 1.209, 0.523)
C (0.455, 2.241, -0.145)
C (0.857, -0.203, 0.490)
C (0.448, -0.841, 1.582)
C (0.867, -0.829, -0.869)
H (3.164, 0.734, 1.477)
H (2.885, 2.520, 1.098)
H (-0.022, 2.880, 0.601)
H (-0.349, 1.733, -0.671)
H (1.038, 2.892, -0.792)
H (0.081, -1.854, 1.456)
H (0.431, -0.377, 2.557)
H (0.522, -0.174, -1.670)
H (0.234, -1.721, -0.938)
H (1.859, -1.184, -1.138)
O (-3.204, 0.164, -1.280)
H (-2.882, -0.675, -0.976)
H (-3.620, 0.513, -0.492)
O (-2.520, -2.637, -0.548)
H (-1.627, -2.478, -0.233)
H (-2.476, -3.417, -1.104)

Properties
Kohn-Sham gap, eV: 9.9
ΔE to the lowest compared entry with this formula, charge and spin, kJ/mol: 163.6
Largest force on an atom, Eh/bohr: 0.022
E_HOMO, eV: -9.35
Lowest unoccupied orbital energy, eV: 0.5895
Calculated total energy, hartree: -387.44521
Structure (SMILES): C=C(C)C(=C)C.O.O